[1]
{
  "formula": "C42H33N7O6STi",
  "method": "ωB97M-V/def2-TZVPD",
  "elements": ["Ti", "O", "C", "C", "C", "C", "C", "C", "C", "N", "N", "C", "O", "C", "C", "C", "C", "C", "C", "H", "H", "H", "H", "H", "H", "H", "H", "H", "H", "C", "O", "C", "C", "C", "C", "C", "C", "N", "N", "C", "C", "C", "C", "O", "C", "N", "C", "C", "C", "C", "H", "H", "H", "H", "H", "H", "H", "H", "H", "H", "H", "H", "C", "C", "C", "C", "C", "C", "C", "S", "O", "O", "N", "C", "C", "C", "C", "C", "N", "H", "H", "H", "H", "H", "H", "H", "H", "H", "H", "H"],
  "positions_angstrom": [[-0.14042, -0.26190, 0.64989], [1.41664, -0.10746, 1.66540], [2.04411, 0.84262, 2.32888], [3.41258, 0.71254, 2.59222], [4.07144, 1.70155, 3.29308], [3.40042, 2.83218, 3.75897], [2.05006, 2.95890, 3.51636], [1.35537, 1.98008, 2.79222], [-0.06269, 2.11964, 2.60382], [-0.77228, 1.38028, 1.82838], [-2.14732, 1.58902, 1.92179], [-2.73757, 0.65755, 1.24902], [-2.07748, -0.26091, 0.60215], [-4.21586, 0.58156, 1.18459], [-5.00682, 1.52245, 1.84230], [-6.38655, 1.42924, 1.77991], [-6.98410, 0.39833, 1.06498], [-6.19958, -0.53644, 0.40878], [-4.81637, -0.44677, 0.46488], [3.92433, -0.17174, 2.24089], [5.13069, 1.59076, 3.48965], [3.93123, 3.59485, 4.31068], [1.50665, 3.82227, 3.88116], [-0.58946, 2.88170, 3.17361], [-4.52467, 2.31344, 2.39993], [-6.99794, 2.16019, 2.29204], [-8.06336, 0.32795, 1.02070], [-6.66474, -1.33572, -0.15365], [-4.19019, -1.16426, -0.04920], [-0.96217, 6.28865, -11.66356], [0.25634, 5.66883, -11.30006], [0.34425, 5.12375, -10.05843], [1.58093, 4.56992, -9.72409], [1.75746, 3.98976, -8.48576], [0.71000, 3.95652, -7.56803], [-0.52010, 4.50697, -7.90253], [-0.70659, 5.09091, -9.14540], [0.99817, 3.33451, -6.32174], [0.05807, 3.35318, -5.52014], [0.29233, 2.64193, -4.30939], [1.38972, 1.84514, -4.08679], [1.53597, 1.14549, -2.87978], [0.57352, 1.24971, -1.89421], [0.70010, 0.57498, -0.76131], [-0.57278, 2.07849, -2.09891], [-1.48159, 2.14567, -1.09526], [-2.53733, 2.89129, -1.27365], [-2.78331, 3.62634, -2.45631], [-1.87755, 3.56869, -3.47227], [-0.71519, 2.77328, -3.31842], [-0.80737, 6.69204, -12.66028], [-1.21280, 7.10178, -10.97741], [-1.78301, 5.56685, -11.68870], [2.38122, 4.60707, -10.44989], [2.70661, 3.55400, -8.20482], [-1.33147, 4.47455, -7.19078], [-1.67015, 5.51179, -9.39166], [2.14134, 1.75232, -4.85817], [2.39182, 0.50803, -2.70907], [-3.24660, 2.93313, -0.45259], [-3.68242, 4.22166, -2.53808], [-2.02188, 4.11378, -4.39344], [-5.29040, -6.11945, 2.86705], [-4.08050, -5.23078, 2.82414], [-2.80778, -5.73880, 3.07090], [-1.68990, -4.91801, 3.02583], [-1.85266, -3.57489, 2.72835], [-3.11304, -3.04019, 2.50154], [-4.21729, -3.87054, 2.54637], [-0.44112, -2.53454, 2.56374], [0.66180, -3.14420, 3.24046], [-0.85028, -1.19606, 2.96219], [-0.12033, -2.35893, 0.97941], [-0.83176, -2.78603, -0.12939], [-1.58392, -3.94875, -0.31202], [-2.20377, -4.09722, -1.53882], [-2.07766, -3.12231, -2.52806], [-1.30253, -2.01068, -2.25179], [-0.67882, -1.86514, -1.08769], [-5.01491, -7.15564, 3.05625], [-5.83547, -6.07912, 1.92309], [-5.97703, -5.80404, 3.65413], [-2.68971, -6.78970, 3.30419], [-0.69938, -5.30787, 3.21873], [-3.21744, -1.98520, 2.28560], [-5.20157, -3.45483, 2.36522], [-1.67902, -4.69791, 0.45566], [-2.79449, -4.98453, -1.72844], [-2.56148, -3.22475, -3.48818], [-1.16007, -1.21562, -2.97462]],
  "forces_ev_per_a": [[0.3, -0.3, -0.7], [-0.2, 0.0, -0.1], [0.0, 0.0, 0.0], [-0.1, 0.1, 0.1], [0.1, -0.1, 0.0], [-0.1, 0.1, 0.0], [0.1, -0.1, 0.0], [0.1, 0.0, 0.0], [-0.1, -0.1, -0.2], [0.1, 0.1, 0.3], [-0.1, -0.2, -0.2], [-0.1, 0.2, 0.1], [0.3, -0.2, -0.1], [0.0, 0.1, 0.1], [0.0, 0.0, 0.0], [0.0, 0.0, 0.0], [-0.1, 0.0, 0.0], [0.0, 0.0, 0.0], [0.0, 0.0, 0.0], [0.0, 0.0, 0.0], [0.0, 0.0, 0.0], [0.0, 0.0, 0.0], [0.0, 0.0, 0.0], [0.0, 0.0, 0.0], [0.0, 0.0, 0.0], [0.0, 0.0, 0.0], [0.0, 0.0, 0.0], [0.0, 0.0, 0.0], [0.0, 0.0, 0.0], [0.0, 0.0, 0.0], [0.0, 0.0, 0.0], [0.1, 0.0, -0.1], [-0.1, 0.0, 0.0], [-0.1, 0.1, 0.0], [0.1, 0.1, 0.0], [0.1, 0.0, -0.1], [0.0, 0.0, 0.0], [0.0, 0.0, -0.3], [-0.1, -0.3, 0.4], [0.0, 0.2, -0.2], [-0.1, -0.1, 0.2], [-0.3, 0.1, 0.0], [0.1, -0.2, -0.1], [-0.1, 0.1, 0.4], [0.0, 0.0, 0.0], [0.0, 0.0, 0.0], [0.0, 0.0, 0.0], [0.0, 0.0, 0.1], [0.0, 0.0, 0.0], [0.0, -0.1, 0.1], [0.0, 0.0, 0.0], [0.0, 0.0, 0.0], [0.0, 0.0, 0.0], [0.0, 0.0, 0.0], [0.0, 0.0, 0.0], [0.0, 0.0, 0.0], [0.0, 0.0, 0.0], [0.0, 0.0, 0.0], [0.0, 0.0, 0.0], [0.0, 0.0, 0.0], [0.0, 0.0, 0.0], [0.0, 0.0, 0.0], [0.0, 0.0, 0.0], [0.0, 0.0, 0.0], [0.0, 0.0, 0.0], [0.0, 0.0, 0.0], [0.1, 0.0, 0.0], [0.0, 0.1, -0.1], [0.0, 0.0, 0.0], [-0.2, -0.1, -0.1], [-0.1, -0.1, 0.0], [0.2, 0.0, 0.1], [-0.1, 0.3, 0.3], [0.4, 0.0, 0.4], [0.0, 0.1, -0.4], [0.0, 0.1, 0.0], [0.1, 0.0, 0.0], [0.0, -0.2, -0.1], [-0.3, 0.2, 0.2], [0.0, 0.0, 0.0], [0.0, 0.0, 0.0], [0.0, 0.0, 0.0], [0.0, 0.0, 0.0], [0.0, 0.0, 0.0], [0.0, 0.0, 0.0], [0.0, 0.0, 0.0], [0.0, 0.0, 0.0], [0.0, 0.0, 0.0], [0.0, 0.0, 0.0], [0.0, 0.0, 0.0]],
  "homo_lumo_gap_ev": 7.14,
  "max_force_ev_per_a": 0.8,
  "de_lowest_kj_mol": 31.6,
  "homo_ev": -7.6
}

***

[2]
{
  "formula": "C36H97N7O11",
  "method": "ωB97M-V/def2-TZVPD",
  "elements": ["C", "O", "C", "C", "C", "N", "H", "H", "H", "H", "H", "H", "H", "H", "H", "H", "H", "C", "O", "C", "C", "C", "N", "H", "H", "H", "H", "H", "H", "H", "H", "H", "H", "H", "C", "O", "C", "C", "C", "N", "H", "H", "H", "H", "H", "H", "H", "H", "H", "H", "H", "C", "O", "C", "C", "C", "N", "H", "H", "H", "H", "H", "H", "H", "H", "H", "H", "H", "C", "O", "C", "C", "C", "N", "H", "H", "H", "H", "H", "H", "H", "H", "H", "H", "H", "C", "O", "C", "C", "N", "C", "C", "O", "C", "H", "H", "H", "H", "H", "H", "H", "H", "H", "H", "H", "H", "H", "H", "H", "C", "O", "C", "C", "N", "C", "C", "O", "C", "H", "H", "H", "H", "H", "H", "H", "H", "H", "H", "H", "H", "H", "H", "H", "C", "C", "O", "H", "H", "H", "H", "H", "H", "C", "C", "O", "H", "H", "H", "H", "H", "H"],
  "positions_angstrom": [[4.74915, -2.99486, 1.29232], [6.00064, -3.63822, 1.46179], [6.09319, -4.88784, 0.75847], [7.20675, -5.65296, 1.39242], [7.43398, -6.96982, 0.69128], [6.90102, -5.88223, 2.81855], [4.66562, -2.21474, 2.05979], [3.89887, -3.64479, 1.53843], [4.69809, -2.53586, 0.30122], [5.15882, -5.44372, 0.89603], [6.29716, -4.65013, -0.29181], [8.11451, -5.04772, 1.34171], [6.63103, -7.70486, 0.75137], [8.33657, -7.45753, 1.07920], [7.68063, -6.80440, -0.36515], [6.25712, -5.17719, 3.14576], [6.58285, -6.82861, 2.95527], [8.27530, 1.66498, 1.58879], [7.26294, 2.23399, 0.81376], [6.07360, 2.37194, 1.52668], [5.09430, 3.09554, 0.64767], [3.89545, 3.72723, 1.30786], [4.69822, 2.34072, -0.57172], [7.98887, 0.66330, 1.94459], [8.55145, 2.29535, 2.44144], [9.15400, 1.52296, 0.96068], [5.67972, 1.38953, 1.85338], [6.24803, 2.91506, 2.47303], [5.68014, 3.93315, 0.23811], [4.16135, 4.37508, 2.14468], [3.19599, 2.97044, 1.69065], [3.34186, 4.33051, 0.58865], [3.93201, 1.71317, -0.30430], [5.45487, 1.66932, -0.73291], [1.19677, -0.91495, 0.73847], [0.12646, -1.16992, -0.12399], [-1.03327, -0.49250, 0.29817], [-1.86315, -0.02702, -0.87628], [-3.02659, 0.77205, -0.37137], [-2.41358, -1.10173, -1.68723], [2.13285, -1.37528, 0.41275], [0.98529, -1.32650, 1.73451], [1.39048, 0.16545, 0.80673], [-1.66952, -1.12536, 0.94256], [-0.77000, 0.37678, 0.92475], [-1.23669, 0.61593, -1.50259], [-3.64910, 0.96846, -1.24863], [-2.77024, 1.73260, 0.06826], [-3.58879, 0.14451, 0.32627], [-1.78247, -1.89139, -1.75184], [-3.22080, -1.50403, -1.22141], [-4.92288, 1.41072, -4.59811], [-6.02279, 0.92110, -5.34805], [-6.58053, -0.28423, -4.89280], [-8.04558, -0.32787, -5.23460], [-8.82441, 0.65457, -4.38990], [-8.49833, -1.71372, -4.99638], [-4.03427, 0.77372, -4.70011], [-5.13894, 1.54014, -3.53171], [-4.68939, 2.37727, -5.04325], [-6.05876, -1.13950, -5.34978], [-6.50820, -0.40567, -3.80068], [-8.17606, -0.06495, -6.29567], [-8.27846, 1.59852, -4.41773], [-8.82970, 0.30200, -3.35469], [-9.85198, 0.76582, -4.72568], [-7.94113, -2.36510, -5.53836], [-9.45985, -1.85271, -5.28116], [3.40064, -6.60438, -4.25403], [3.51791, -5.24861, -3.88524], [2.35044, -4.49228, -4.17465], [2.55817, -3.07981, -3.68644], [1.39841, -2.19424, -4.06822], [3.83541, -2.49299, -4.13645], [2.87987, -6.72010, -5.20921], [2.85458, -7.17070, -3.48587], [4.40401, -7.02066, -4.32054], [2.11696, -4.51903, -5.25272], [1.48098, -4.93839, -3.65857], [2.58193, -3.12057, -2.59001], [1.34920, -1.32162, -3.42693], [0.46644, -2.74906, -3.94243], [1.45514, -1.87534, -5.11384], [4.53904, -3.22181, -4.20290], [3.71924, -2.12711, -5.07781], [-2.80387, 1.77619, 3.43060], [-3.48994, 1.35826, 4.58165], [-4.45180, 2.27698, 5.05461], [-3.86851, 3.65411, 5.33967], [-2.60358, 3.62510, 6.07829], [-2.83064, 3.59242, 7.53194], [-1.63815, 2.99580, 8.22902], [-1.57223, 1.63198, 7.91625], [-0.65359, 0.92091, 8.72237], [-2.50290, 0.88638, 2.88614], [-1.92975, 2.41071, 3.64316], [-3.43454, 2.43322, 2.81176], [-4.85673, 1.83925, 5.96543], [-5.24891, 2.37241, 4.30078], [-4.60416, 4.26513, 5.87027], [-3.70029, 4.19147, 4.40030], [-2.21935, 2.69888, 5.87723], [-3.71070, 2.99296, 7.81272], [-2.97390, 4.61523, 7.89362], [-1.67137, 3.15412, 9.31783], [-0.70843, 3.50121, 7.90715], [-1.19854, 0.47111, 9.55661], [0.14761, 1.57928, 9.04850], [-0.27634, 0.10241, 8.11134], [-3.68942, 5.98019, -4.60514], [-3.42120, 5.63591, -3.28581], [-2.17736, 4.95124, -3.13254], [-2.13074, 4.43638, -1.71355], [-1.13015, 3.42663, -1.49071], [0.27260, 3.93073, -1.57465], [1.21609, 2.77347, -1.80428], [1.08090, 2.31415, -3.14882], [2.13144, 1.43178, -3.47250], [-3.79464, 5.09859, -5.25531], [-2.83500, 6.52235, -5.06168], [-4.54235, 6.64862, -4.62703], [-1.44922, 5.72970, -3.39286], [-2.14423, 4.10937, -3.83656], [-3.11948, 3.99524, -1.53233], [-2.07887, 5.23439, -0.97027], [-1.19150, 2.70402, -2.20212], [0.52872, 4.36775, -0.60567], [0.37024, 4.64579, -2.39739], [0.97143, 1.98482, -1.07433], [2.26956, 3.05267, -1.66131], [2.31973, 0.69479, -2.68214], [3.05450, 1.99935, -3.64104], [1.89079, 0.88296, -4.38142], [-5.16070, -3.18965, -1.43986], [-4.38365, -4.46291, -1.32233], [-2.98897, -4.10336, -1.45939], [-4.76653, -2.58654, -2.25834], [-5.27553, -2.64093, -0.50902], [-6.18332, -3.39840, -1.78670], [-4.61101, -5.17521, -2.12366], [-4.58674, -4.99164, -0.38489], [-2.42853, -4.83406, -1.18152], [0.62354, 0.10889, 4.20953], [2.08493, 0.01329, 4.56140], [2.24323, -0.24836, 5.95528], [0.14169, -0.86968, 4.32823], [0.44160, 0.36075, 3.16744], [0.10675, 0.75397, 4.92037], [2.63723, 0.90142, 4.24654], [2.55437, -0.82771, 4.03194], [2.70162, 0.47653, 6.38484]],
  "forces_ev_per_a": [[0.3, 0.3, 0.7], [-0.5, -0.3, 0.1], [-0.2, 1.2, 0.0], [-0.1, -0.5, 0.9], [1.2, -0.3, -0.6], [0.7, 0.0, -0.5], [0.4, 0.1, -0.3], [0.1, -0.2, -0.6], [-0.4, -0.2, 0.0], [-0.1, 0.0, -0.3], [-0.2, -0.3, -0.1], [0.1, 0.0, -0.1], [-0.3, 0.3, 0.1], [-0.2, 0.1, 0.2], [-0.3, 0.0, 0.1], [-0.1, -0.2, 0.2], [-0.4, 0.1, 0.2], [0.5, -0.7, 0.0], [0.2, 0.0, -0.3], [-0.7, -0.3, 1.1], [0.4, 1.1, -1.4], [-0.5, -0.4, 0.4], [0.0, -0.9, 1.0], [0.0, 0.2, 0.1], [-0.1, 0.0, 0.0], [0.0, 0.2, -0.1], [0.1, 0.0, -0.2], [0.0, 0.2, -0.2], [0.0, -0.1, 0.2], [0.1, -0.1, 0.0], [0.1, 0.0, 0.0], [0.1, 0.0, -0.1], [0.0, 0.3, -0.1], [0.0, 0.4, -0.4], [0.4, -0.1, 0.5], [0.2, -0.1, -0.4], [-0.4, 0.3, 0.5], [0.3, 0.0, 0.0], [-0.6, 0.2, -0.3], [0.1, -0.4, -0.1], [-0.3, -0.2, -0.4], [0.1, 0.2, 0.0], [-0.1, 0.0, 0.2], [0.2, -0.2, -0.1], [0.1, 0.0, -0.2], [0.1, -0.1, 0.0], [-0.2, 0.1, 0.2], [0.2, -0.1, 0.2], [-0.2, 0.2, 0.1], [0.2, 0.1, -0.2], [0.0, 0.1, 0.0], [0.2, -0.1, -0.5], [0.0, 0.3, 0.4], [0.3, -0.3, 0.3], [-0.6, -0.7, -0.6], [0.4, -0.2, 0.3], [0.1, 0.1, 0.2], [-0.1, -0.1, 0.1], [-0.2, -0.1, -0.1], [0.0, 0.1, 0.2], [0.0, 0.1, 0.0], [0.2, 0.2, -0.1], [0.2, 0.1, 0.1], [-0.4, 0.2, -0.1], [-0.1, 0.0, 0.0], [0.0, 0.2, -0.1], [0.0, 0.1, 0.0], [0.0, 0.1, 0.0], [-0.1, -0.1, 0.3], [-0.2, 0.2, -0.3], [-0.2, -0.6, 0.1], [0.6, 0.3, 0.2], [-0.4, -0.1, -0.1], [-0.4, -0.1, -0.1], [0.1, 0.0, -0.1], [-0.1, 0.1, -0.1], [0.0, 0.0, -0.1], [0.2, 0.0, 0.0], [0.1, 0.1, 0.0], [0.1, -0.1, -0.1], [0.0, 0.2, 0.0], [-0.1, 0.1, 0.0], [0.0, 0.0, 0.0], [0.0, 0.0, 0.2], [0.0, 0.0, 0.1], [-0.1, 0.8, -0.3], [0.2, -0.2, 0.3], [-0.1, 0.1, -0.1], [0.2, 0.6, -0.3], [-0.4, -0.8, 0.5], [0.1, 0.2, 0.0], [0.5, 0.5, 0.3], [0.0, -0.1, -0.2], [-0.6, -0.4, -0.5], [0.1, 0.0, -0.1], [0.1, -0.3, 0.2], [-0.1, -0.4, -0.2], [-0.1, -0.1, 0.0], [-0.1, 0.0, 0.2], [0.0, -0.1, 0.1], [0.0, -0.1, 0.0], [0.2, 0.2, -0.1], [0.0, 0.1, 0.0], [-0.1, 0.0, 0.0], [-0.4, -0.1, -0.1], [-0.2, 0.0, -0.1], [0.2, 0.2, 0.3], [0.2, -0.1, 0.2], [0.3, 0.0, 0.0], [1.0, 0.3, -0.8], [-0.3, -0.4, 0.5], [-0.9, 1.2, -0.4], [-0.7, -0.3, 0.0], [1.4, -0.1, 0.2], [-0.7, -0.5, 0.1], [0.2, 0.2, -0.3], [-0.4, -0.2, 0.5], [0.4, 0.0, -0.2], [-0.5, 0.0, 0.2], [-0.2, 0.1, 0.3], [-0.3, -0.2, -0.1], [0.6, -0.6, 0.1], [0.2, 0.0, 0.0], [0.1, -0.1, -0.1], [0.4, 0.1, -0.1], [-0.3, 0.0, 0.0], [0.0, 0.3, -0.2], [0.3, 0.2, 0.2], [0.0, -0.2, -0.2], [-0.2, 0.2, 0.2], [-0.1, 0.1, 0.0], [0.0, -0.1, 0.1], [-0.2, 0.1, 0.0], [-1.3, -0.1, -0.8], [0.9, -0.4, -0.3], [-0.2, -0.1, 0.4], [0.3, 0.2, 0.3], [0.4, 0.2, 0.0], [0.1, -0.1, 0.3], [-0.2, 0.2, 0.0], [0.2, 0.2, 0.1], [-0.1, 0.0, 0.0], [-0.6, -0.7, 0.3], [0.4, -0.4, -0.2], [0.0, 0.0, 0.1], [0.2, 0.0, 0.1], [0.1, 0.5, 0.0], [0.0, 0.3, -0.3], [-0.1, 0.2, 0.2], [-0.1, 0.1, 0.0], [0.0, 0.1, -0.1]],
  "homo_lumo_gap_ev": 9.25,
  "max_force_ev_per_a": 1.8,
  "de_lowest_kj_mol": 114.6,
  "homo_ev": -8.8
}